[1]
ORCA calculation (ωB97M-V with the def2-TZVPD basis set) on a 2-piece molecular cluster, C11H20N2 overall at a distorted geometry.

Last column: Mulliken charge in e.
Positions of all 33 atoms, in Å:
1 C 2.566133 0.219130 -0.543838  0.441
2 C 2.592134 0.495349 2.006924  -0.690
3 C 2.365316 0.431817 0.748317  0.202
4 C 0.405732 -2.178060 1.005538  -1.255
5 C -1.955348 -1.873035 0.037713  -1.654
6 C 0.143488 -1.816646 -1.454567  -1.631
7 C -2.036803 1.295181 -0.474948  -1.672
8 C -0.240105 2.257678 1.043278  -1.449
9 C 0.167301 1.838477 -1.431842  -1.593
10 C -0.419567 -1.408867 -0.076083  1.853
11 C -0.519623 1.258817 -0.172056  1.306
12 N 2.922806 -0.029506 -1.609812  -0.574
13 N -0.198219 -0.064484 0.351442  -0.195
14 H 1.844372 0.338858 2.718197  0.374
15 H 3.604870 0.615832 2.472925  0.245
16 H 1.164725 -2.818570 0.608101  0.283
17 H 0.868104 -1.327875 1.561382  0.044
18 H -0.292156 -2.767666 1.556472  0.488
19 H -2.017152 -2.900211 -0.333579  0.488
20 H -2.604727 -1.347590 -0.803889  0.289
21 H -2.255080 -1.695454 1.162586  0.387
22 H -0.390716 -2.500063 -2.077835  0.367
23 H 0.260040 -0.923744 -2.043656  0.171
24 H 1.139128 -2.146758 -1.489118  0.449
25 H -2.354118 0.777884 -1.505127  0.202
26 H -2.643063 0.657536 0.244902  0.375
27 H -2.335126 2.341509 -0.483325  0.505
28 H -0.447528 3.275452 0.766092  0.422
29 H 0.731389 2.115851 1.463811  0.223
30 H -0.989613 2.084842 1.827275  0.390
31 H -0.441236 2.663892 -1.526521  0.626
32 H 1.258897 1.998154 -1.293884  0.268
33 H 0.105740 1.132254 -2.254891  0.317

Cartesian forces, eV/Å:
1.08 0.08 0.18
2.27 0.14 0.79
-0.93 -0.29 0.32
-0.31 1.30 -0.02
-0.06 1.92 -0.50
-0.55 1.80 -0.69
-1.33 -2.20 -1.14
-1.76 -1.12 -0.67
1.70 -2.73 1.16
0.17 -1.80 -0.52
-0.33 -0.22 0.64
0.09 -0.30 -1.64
0.00 1.68 0.65
-1.41 -0.04 1.01
-0.70 0.05 -0.75
0.42 -0.38 -0.36
-0.40 -1.52 0.18
-0.15 -0.41 1.00
0.25 -0.16 0.85
1.12 -0.56 2.23
0.00 -0.47 -2.51
-0.93 -0.58 0.03
-0.39 0.52 -0.54
1.42 -0.74 0.74
1.09 1.36 1.88
0.79 1.29 -0.42
-0.39 -0.09 0.02
0.39 0.61 -0.46
0.50 0.16 0.01
0.23 -0.39 -0.04
-0.53 2.31 -1.16
-1.00 0.58 0.02
-0.36 0.21 -0.27

Its relative energy (zero: lowest compared OMol25 entry of this formula, charge and spin) is 104.63 kcal/mol. Its HOMO energy (spin up / spin down) is -8.995 / -8.307 eV. The LUMO energy (spin up / spin down) is -0.0311 / -0.0068 hartree. The calculation puts the gap between HOMO and LUMO (spin up / spin down) at 8.1 / 8.1 eV. The calculation puts the electronic energy at -14704.571 eV. As for the total charge: 0.


[2]
ORCA calculation (ωB97M-V with the def2-TZVPD basis set) on one molecule with the formula C11H20N2O3 at a distorted geometry.

Last column: Mulliken charge in e.
Positions of all 36 atoms, in Å:
1 C -0.685345 0.145209 -0.034182  0.378
2 C 0.612586 -0.477927 -0.304146  0.349
3 C -1.810484 -0.918644 -0.029749  -1.514
4 C -3.177696 -0.470156 0.060466  0.917
5 C -3.282391 0.428996 1.342972  -0.910
6 C -4.295853 -1.593910 -0.055430  -1.468
7 C 3.088088 -0.301271 -0.312919  -0.133
8 C 3.540412 -1.626942 0.269647  0.371
9 C 3.878788 0.950291 -0.088467  -0.684
10 C 2.884656 2.048366 -0.113720  -0.775
11 C 1.592773 1.590697 0.437614  -0.154
12 H -1.212682 0.911689 -2.103697  0.283
13 H -1.437931 2.111660 -0.909998  0.218
14 H -0.548502 0.721823 0.900333  0.440
15 H -1.689524 -1.724433 0.723869  0.382
16 H -1.744399 -1.521989 -1.013691  0.259
17 H -3.408561 0.170251 -0.754588  0.230
18 H -3.047715 1.554151 1.091731  0.185
19 H -4.442506 0.319256 1.772456  0.321
20 H -2.395884 0.173903 2.264357  0.169
21 H -3.889296 -2.181799 -0.957378  0.314
22 H -5.262170 -1.081274 -0.335862  0.391
23 H -4.237508 -2.289409 0.784350  0.369
24 H 3.055081 -0.573040 -1.456561  0.293
25 H 4.509059 0.945683 -0.988048  0.327
26 H 4.490665 0.838130 0.746758  0.400
27 H 3.145207 2.880780 0.623952  0.317
28 H 2.552643 2.336375 -1.059152  0.373
29 H 1.567971 1.763844 1.569169  0.258
30 H 0.632099 2.070063 -0.046232  0.134
31 H 2.303623 -2.564102 -0.997072  0.416
32 N -0.829468 1.255047 -1.138077  -0.631
33 N 1.679928 0.153221 0.090757  0.106
34 O 0.707577 -1.480360 -1.075080  -0.842
35 O 4.182965 -1.748200 1.350072  -0.591
36 O 2.973782 -2.815975 -0.254440  -0.500

Cartesian forces, eV/Å:
-2.25 1.69 -0.69
0.46 -3.09 -3.64
1.82 -2.62 -2.06
-2.51 1.21 2.21
-0.63 0.70 2.38
2.25 0.64 -1.81
-2.31 -0.71 -2.76
-0.16 -3.08 4.81
0.54 -1.22 -2.39
0.21 2.71 2.81
-1.59 -0.68 1.99
1.01 0.32 2.64
1.04 -2.14 0.09
-0.75 -0.48 -0.29
0.58 0.63 -0.02
0.44 0.98 1.28
-0.09 0.81 -0.90
-0.70 -2.10 0.51
3.29 0.62 -0.73
-2.96 0.36 -2.68
-1.12 0.58 1.06
0.88 -1.04 0.77
-0.68 0.28 0.08
-0.30 0.86 1.79
0.36 0.69 0.50
0.86 0.21 1.66
0.28 -0.45 -1.85
0.73 1.06 -1.95
-0.20 -0.56 -1.30
2.47 -0.90 0.88
1.10 -0.21 1.74
-1.89 -0.22 -1.26
1.62 0.16 1.04
-0.31 0.97 1.41
-1.66 0.93 -4.25
0.20 3.10 -1.05

Its relative energy (zero: lowest compared OMol25 entry of this formula, charge and spin) is 95.05 kcal/mol. Its HOMO energy is -9.632 eV. The LUMO energy is 0.0174 hartree. The calculation puts the gap between HOMO and LUMO at 10.1 eV. The calculation puts the electronic energy at -20851.377 eV. As for the total charge: 0. As for the SMILES: CC(C)C[C@H](N)C(=O)N1CCC[C@H]1C(=O)O.


[3]
ORCA calculation (ωB97M-V with the def2-TZVPD basis set) on one molecule with the formula C11H20N2O5 at a distorted geometry.

Last column: Mulliken charge in e.
Positions of all 38 atoms, in Å:
1 C -1.616188 1.208671 0.810952  0.775
2 C -0.216045 1.328527 0.179433  -0.499
3 C -1.622646 0.499613 2.186440  -1.545
4 C -1.106806 -0.916343 2.148764  1.370
5 C -1.534085 -1.613380 3.366680  -1.811
6 C 0.331106 -1.096147 1.932026  -0.943
7 C 0.834038 0.902280 -2.073191  0.012
8 C 0.180573 1.586334 -3.267296  -0.062
9 C 1.467420 -0.512411 -2.512522  -0.895
10 C 2.105702 -1.188553 -1.283261  -0.714
11 C 3.336550 -0.399913 -0.823327  0.394
12 H -3.046402 -0.167386 0.445665  0.211
13 H -3.247915 1.065561 -0.526355  0.194
14 H -2.100685 2.161149 1.092165  0.300
15 H -1.071933 1.226930 2.795053  0.360
16 H -2.721250 0.479390 2.648635  0.326
17 H -1.629114 -1.380519 1.254040  0.243
18 H -0.790396 -1.395963 4.196732  0.338
19 H -1.407930 -2.688823 3.275451  0.393
20 H -2.505241 -1.414232 3.829349  0.403
21 H 0.580360 -0.762322 0.879250  1.044
22 H 0.905093 -0.326655 2.525836  0.322
23 H 0.594395 -2.138672 1.891508  0.491
24 H -0.896836 0.210492 -1.328816  0.462
25 H 1.616243 1.565034 -1.706690  0.705
26 H 0.616505 -1.159368 -2.838644  0.424
27 H 2.145933 -0.323452 -3.366632  0.403
28 H 1.378990 -0.893706 -0.548361  -0.784
29 H 2.251895 -2.207854 -1.526353  0.527
30 H 2.033000 0.446067 0.255978  0.326
31 H -0.372648 1.249189 -4.923559  0.367
32 N -2.548742 0.517149 -0.090523  -0.656
33 N -0.145282 0.783834 -1.074167  0.192
34 O 0.631895 2.059891 0.789838  -0.636
35 O 0.034454 2.745578 -3.381435  -0.519
36 O 4.525429 -0.634668 -1.070854  -0.637
37 O 2.969203 0.510979 0.068301  -0.480
38 O 0.041360 0.673700 -4.230111  -0.399

Cartesian forces, eV/Å:
-1.85 -0.59 0.35
0.58 3.30 1.33
-1.21 1.17 0.27
-2.44 0.05 -1.45
1.09 -1.27 3.11
1.84 2.36 -2.03
1.62 -0.59 -0.89
2.66 -2.15 1.16
-0.91 1.00 0.21
0.42 2.55 -1.41
2.27 -2.25 0.02
-0.25 -0.44 0.06
-0.37 1.00 -0.39
1.14 0.28 -0.68
0.27 -0.67 0.46
2.15 0.23 -1.27
0.36 0.19 0.89
-0.72 0.10 -0.72
-0.26 -0.29 -0.18
-0.07 0.14 -0.62
-0.49 -0.43 1.25
-0.13 -1.55 0.03
0.58 -0.31 0.82
-1.68 -0.73 0.07
0.06 0.11 -0.09
0.73 0.50 0.03
-0.30 -0.34 0.53
-0.40 -1.56 0.37
0.30 -1.02 0.44
-0.26 0.56 0.35
0.34 -1.03 -0.07
0.60 -1.08 0.17
0.62 0.45 2.07
-1.77 -2.74 -2.32
-1.08 2.02 -0.39
-2.91 0.83 0.13
1.22 0.80 0.20
-1.76 1.40 -1.80

Its relative energy (zero: lowest compared OMol25 entry of this formula, charge and spin) is 54.51 kcal/mol. Its HOMO energy is -9.904 eV. The LUMO energy is 0.0125 hartree. The calculation puts the gap between HOMO and LUMO at 10.2 eV. The calculation puts the electronic energy at -24948.551 eV. As for the total charge: 0. As for the SMILES: CC(C)C[C@H](N)C(=O)N[C@@H](CCC(=O)O)C(=O)O.